# 1
{"formula": "C16H6Br2Cl4MnN2O2", "method": "ωB97M-V/def2-TZVPD", "de_lowest_ev": 0.000, "s2": 6.04, "multiplicity": 5, "orbital_gap_ha": [0.20971, 0.19892], "total_charge": 1, "elements": ["Mn", "Br", "C", "C", "C", "N", "C", "C", "C", "C", "C", "Br", "C", "C", "N", "H", "H", "H", "H", "H", "H", "Cl", "C", "C", "Cl", "C", "Cl", "C", "O", "C", "O", "C", "Cl"], "coordinates": [[-0.001, 0.002, -0.006], [-1.252, 5.307, -3.697], [-0.895, 3.838, -2.595], [-0.734, 3.996, -1.224], [-0.473, 2.881, -0.460], [-0.367, 1.651, -0.981], [-0.524, 1.497, -2.320], [-0.788, 2.567, -3.150], [-0.386, 0.100, -2.782], [-0.505, -0.299, -4.097], [-0.354, -1.646, -4.407], [-0.510, -2.214, -6.183], [-0.088, -2.552, -3.388], [0.016, -2.080, -2.100], [-0.127, -0.784, -1.786], [-0.812, 4.969, -0.762], [-0.341, 2.960, 0.613], [-0.910, 2.431, -4.213], [-0.711, 0.415, -4.879], [0.034, -3.605, -3.597], [0.223, -2.752, -1.276], [0.934, -0.426, 6.537], [0.765, -0.796, 4.876], [0.896, -2.120, 4.438], [1.224, -3.363, 5.566], [0.760, -2.439, 3.083], [0.913, -4.047, 2.508], [0.495, -1.422, 2.183], [0.335, -1.543, 0.861], [0.363, -0.084, 2.626], [0.108, 0.765, 1.625], [0.497, 0.232, 3.966], [0.330, 1.865, 4.462]], "lowdin_charge": [1.144, 0.878, -0.644, -0.050, -0.044, -0.005, -0.164, -0.025, -0.164, -0.025, -0.644, 0.878, -0.050, -0.044, -0.005, 0.125, 0.133, 0.115, 0.115, 0.125, 0.133, 0.714, -0.699, -0.699, 0.714, -0.618, 0.733, -0.337, -0.182, -0.337, -0.182, -0.618, 0.733]}

***

# 2
{"formula": "C16H7Br4CuN8O3", "method": "ωB97M-V/def2-TZVPD", "de_lowest_ev": 0.772, "multiplicity": 1, "orbital_gap_ha": 0.20085, "total_charge": -2, "elements": ["Cu", "Br", "C", "C", "Br", "C", "Br", "C", "O", "C", "O", "C", "Br", "N", "C", "N", "C", "N", "C", "C", "N", "C", "C", "N", "H", "H", "H", "H", "H", "N", "C", "O", "C", "C", "N", "C", "N", "H", "H"], "coordinates": [[0.214, 0.852, -0.170], [3.272, -5.152, -1.110], [2.872, -3.296, -1.061], [3.779, -2.369, -1.540], [5.463, -2.932, -2.206], [3.456, -1.003, -1.487], [4.666, 0.314, -2.122], [2.250, -0.525, -0.968], [1.966, 0.734, -0.903], [1.307, -1.501, -0.445], [0.198, -1.092, 0.089], [1.654, -2.851, -0.518], [0.392, -4.078, 0.198], [1.431, 0.604, 4.472], [2.038, 0.329, 3.298], [1.360, 0.853, 2.322], [0.301, 1.447, 2.939], [0.316, 1.325, 4.258], [-0.751, 2.129, 2.193], [-1.735, 2.849, 2.864], [-2.713, 3.506, 2.258], [-2.704, 3.414, 0.920], [-1.752, 2.712, 0.222], [-0.746, 2.045, 0.833], [1.670, 0.326, 5.404], [2.953, -0.235, 3.209], [-1.706, 2.895, 3.946], [-3.499, 3.935, 0.402], [-1.767, 2.647, -0.859], [-2.568, -0.591, -0.947], [-1.918, -0.220, -2.111], [-1.006, 0.624, -2.063], [-2.411, -0.794, -3.325], [-1.920, -0.442, -4.597], [-1.571, -0.193, -5.672], [-3.440, -1.752, -3.305], [-4.287, -2.545, -3.285], [-1.976, -0.517, -0.134], [-3.088, -1.453, -1.000]], "lowdin_charge": [0.391, 0.610, -0.785, -0.787, 0.612, -0.648, 0.678, -0.424, -0.169, -0.419, -0.184, -0.646, 0.678, -0.003, -0.142, 0.162, -0.304, 0.095, -0.171, -0.106, 0.050, -0.134, -0.086, 0.033, 0.136, 0.128, 0.101, 0.098, 0.112, 0.154, -0.516, -0.023, -0.229, -0.265, 0.082, -0.294, 0.076, 0.066, 0.074]}

***

# 3
{"formula": "C16H9F7I2NaO4S", "method": "ωB97M-V/def2-TZVPD", "multiplicity": 1, "orbital_gap_ha": 0.28568, "total_charge": 1, "elements": ["C", "C", "I", "C", "I", "C", "C", "C", "S", "O", "O", "C", "F", "F", "C", "F", "F", "C", "F", "F", "F", "C", "C", "C", "C", "O", "C", "C", "C", "O", "H", "H", "H", "H", "H", "H", "H", "H", "H", "Na"], "coordinates": [[-3.505, -0.058, -0.291], [-2.731, -0.464, -1.614], [-1.975, 1.260, -2.768], [-1.600, -1.550, -1.380], [-0.483, -1.873, -3.251], [-0.567, -1.174, -0.281], [0.505, -0.181, -0.497], [1.489, 0.136, 0.520], [2.843, 1.335, 0.369], [2.562, 2.446, 1.275], [4.054, 0.670, 0.849], [3.180, 1.870, -1.388], [2.637, 1.054, -2.348], [4.545, 1.784, -1.548], [2.841, 3.410, -1.667], [3.501, 4.242, -0.819], [3.378, 3.663, -2.923], [1.296, 3.709, -1.788], [1.157, 5.076, -1.744], [0.822, 3.297, -3.004], [0.548, 3.216, -0.760], [1.394, -0.579, 1.806], [0.351, -1.534, 2.085], [-0.650, -1.843, 1.027], [-1.730, -2.884, 1.396], [-2.867, -2.910, 0.972], [-1.328, -3.972, 2.448], [-0.418, -3.690, 3.414], [0.250, -2.286, 3.442], [0.687, -1.753, 4.429], [-4.419, 0.592, -0.568], [-3.931, -0.962, 0.214], [-2.836, 0.503, 0.456], [-3.495, -0.940, -2.293], [-2.117, -2.527, -1.202], [0.529, 0.323, -1.486], [2.156, -0.374, 2.600], [-1.823, -4.968, 2.430], [-0.099, -4.406, 4.204], [-4.151, 2.339, -0.315]], "lowdin_charge": [-0.158, -0.717, 0.898, -0.683, 0.878, -0.202, -0.052, -0.190, 0.792, -0.267, -0.266, -0.396, 0.105, 0.114, -0.310, 0.163, 0.128, -0.446, 0.147, 0.111, 0.120, 0.052, -0.031, 0.002, -0.287, 0.079, 0.034, 0.037, -0.311, 0.130, 0.041, 0.093, 0.105, 0.092, 0.085, 0.022, 0.144, 0.131, 0.134, 0.679]}

***

# 4
{"formula": "C16H9I2NO3SSn", "method": "ωB97M-V/def2-TZVPD", "de_lowest_ev": 0.115, "multiplicity": 1, "orbital_gap_ha": 0.24960, "total_charge": 0, "elements": ["Sn", "I", "C", "C", "C", "I", "C", "C", "C", "C", "N", "C", "C", "O", "H", "H", "H", "H", "O", "C", "O", "C", "C", "C", "C", "S", "C", "C", "H", "H", "H", "H", "H"], "coordinates": [[1.029, 0.389, -1.962], [-1.880, 1.504, 2.158], [-1.658, 2.719, 0.491], [-2.326, 3.961, 0.449], [-2.210, 4.794, -0.628], [-3.231, 6.611, -0.604], [-1.404, 4.413, -1.735], [-1.205, 5.179, -2.903], [-0.405, 4.707, -3.907], [0.209, 3.453, -3.753], [0.045, 2.716, -2.681], [-0.743, 3.168, -1.675], [-0.863, 2.298, -0.549], [-0.231, 1.141, -0.535], [-2.938, 4.248, 1.292], [-1.691, 6.141, -2.993], [-0.241, 5.280, -4.809], [0.848, 3.051, -4.531], [1.794, -6.905, 3.630], [1.130, -5.731, 3.724], [0.526, -5.475, 4.728], [1.190, -4.806, 2.549], [1.883, -5.078, 1.373], [1.893, -4.170, 0.329], [1.202, -2.968, 0.448], [1.245, -1.833, -0.900], [0.502, -2.689, 1.622], [0.499, -3.600, 2.660], [2.232, -6.981, 2.776], [2.436, -6.000, 1.231], [2.434, -4.384, -0.582], [-0.035, -1.754, 1.710], [-0.037, -3.398, 3.577]], "lowdin_charge": [1.054, 0.949, -0.646, -0.220, -0.671, 0.931, -0.204, -0.031, -0.036, -0.125, -0.010, -0.169, -0.434, -0.400, 0.078, 0.064, 0.109, 0.114, 0.116, -0.480, 0.117, -0.136, -0.028, -0.113, -0.643, 0.395, -0.084, -0.005, 0.082, 0.108, 0.101, 0.094, 0.123]}

***

# 5
{"formula": "C16H9N4O7SV", "method": "ωB97M-V/def2-TZVPD", "de_lowest_ev": 0.495, "s2": 3.79, "multiplicity": 4, "orbital_gap_ha": [0.26875, 0.26727], "total_charge": 1, "elements": ["V", "S", "C", "C", "C", "C", "C", "C", "C", "C", "C", "N", "H", "H", "H", "H", "H", "H", "O", "C", "O", "C", "C", "C", "C", "C", "C", "N", "O", "O", "N", "O", "O", "H", "H", "H", "O", "N"], "coordinates": [[0.653, -0.038, 0.516], [-0.408, -3.967, 2.710], [-1.813, -3.156, 3.284], [-1.785, -1.826, 3.035], [-0.612, -1.424, 2.331], [0.262, -2.505, 2.083], [1.607, -2.452, 1.561], [2.508, -3.508, 1.764], [3.807, -3.389, 1.316], [4.197, -2.210, 0.688], [3.259, -1.213, 0.506], [1.990, -1.331, 0.906], [-2.582, -3.737, 3.756], [-2.548, -1.111, 3.293], [2.177, -4.403, 2.270], [4.510, -4.191, 1.472], [5.207, -2.075, 0.342], [3.518, -0.276, 0.026], [2.465, 2.577, -1.818], [1.517, 2.028, -1.335], [1.559, 1.012, -0.510], [0.071, 2.361, -1.686], [-0.315, 3.054, -2.831], [-1.674, 3.144, -3.118], [-2.647, 2.497, -2.361], [-2.233, 1.800, -1.235], [-0.896, 1.800, -0.867], [-3.116, 0.949, -0.457], [-4.298, 1.129, -0.501], [-2.551, 0.058, 0.166], [-2.119, 3.906, -4.299], [-1.262, 4.409, -4.973], [-3.306, 3.956, -4.477], [0.421, 3.501, -3.489], [-3.687, 2.529, -2.661], [-0.613, 1.403, 0.117], [-0.922, 0.830, 2.494], [-0.343, -0.131, 1.981]], "lowdin_charge": [1.083, 1.139, -0.325, -0.073, -0.276, -0.382, -0.243, 0.005, -0.001, -0.001, -0.063, -0.034, 0.086, 0.131, 0.102, 0.128, 0.124, 0.128, 0.176, -0.495, -0.168, -0.064, 0.115, -0.081, 0.120, -0.091, 0.033, -0.329, 0.163, 0.053, -0.359, 0.124, 0.117, 0.148, 0.145, 0.078, 0.068, -0.282]}

***

# 6
{"formula": "C17H10ClFN2O4S3SbV", "method": "ωB97M-V/def2-TZVPD", "de_lowest_ev": 0.097, "s2": 0.79, "multiplicity": 2, "orbital_gap_ha": [0.23331, 0.26707], "total_charge": -1, "elements": ["V", "O", "C", "O", "C", "C", "Cl", "N", "N", "C", "C", "O", "O", "C", "C", "C", "C", "C", "C", "H", "H", "H", "H", "H", "H", "S", "Sb", "S", "S", "F", "C", "C", "C", "C", "C", "C", "H", "H", "H", "H"], "coordinates": [[-1.922, 1.387, 0.148], [2.086, 5.376, -0.520], [2.727, 4.289, -0.121], [3.894, 4.316, 0.187], [1.962, 3.014, -0.138], [2.472, 1.772, 0.210], [4.019, 1.314, 0.733], [1.496, 0.851, 0.066], [0.361, 1.433, -0.362], [0.626, 2.723, -0.481], [-0.527, 3.560, -0.923], [-0.408, 4.774, -1.058], [-1.578, 2.864, -1.141], [1.601, -0.574, 0.174], [0.900, -1.240, 1.163], [0.980, -2.625, 1.206], [1.754, -3.314, 0.286], [2.457, -2.627, -0.694], [2.379, -1.245, -0.759], [1.149, 5.190, -0.817], [0.295, -0.683, 1.864], [0.422, -3.164, 1.960], [1.803, -4.394, 0.325], [3.056, -3.165, -1.416], [2.900, -0.689, -1.526], [-4.216, -0.077, 3.875], [-3.684, 1.896, 2.955], [-4.042, 1.673, 0.440], [-1.244, 1.626, 2.222], [-1.851, -4.593, -1.323], [-1.922, -3.276, -0.994], [-2.484, -2.929, 0.221], [-2.540, -1.589, 0.566], [-2.037, -0.607, -0.293], [-1.497, -1.000, -1.513], [-1.433, -2.343, -1.881], [-2.868, -3.703, 0.872], [-2.992, -1.299, 1.509], [-1.087, -0.263, -2.198], [-1.009, -2.661, -2.824]], "lowdin_charge": [0.160, 0.123, -0.506, 0.071, -0.036, -0.570, 0.816, -0.053, 0.073, -0.151, -0.545, 0.081, -0.132, -0.219, -0.007, -0.062, -0.081, -0.077, -0.030, 0.065, 0.073, 0.113, 0.104, 0.102, 0.117, -0.357, 0.273, 0.065, 0.044, 0.031, -0.294, -0.019, -0.111, -0.293, -0.118, -0.025, 0.117, 0.046, 0.099, 0.112]}

***

Please write out number 3 again, unchanged.
{"formula": "C16H9F7I2NaO4S", "method": "ωB97M-V/def2-TZVPD", "multiplicity": 1, "orbital_gap_ha": 0.28568, "total_charge": 1, "elements": ["C", "C", "I", "C", "I", "C", "C", "C", "S", "O", "O", "C", "F", "F", "C", "F", "F", "C", "F", "F", "F", "C", "C", "C", "C", "O", "C", "C", "C", "O", "H", "H", "H", "H", "H", "H", "H", "H", "H", "Na"], "coordinates": [[-3.505, -0.058, -0.291], [-2.731, -0.464, -1.614], [-1.975, 1.260, -2.768], [-1.600, -1.550, -1.380], [-0.483, -1.873, -3.251], [-0.567, -1.174, -0.281], [0.505, -0.181, -0.497], [1.489, 0.136, 0.520], [2.843, 1.335, 0.369], [2.562, 2.446, 1.275], [4.054, 0.670, 0.849], [3.180, 1.870, -1.388], [2.637, 1.054, -2.348], [4.545, 1.784, -1.548], [2.841, 3.410, -1.667], [3.501, 4.242, -0.819], [3.378, 3.663, -2.923], [1.296, 3.709, -1.788], [1.157, 5.076, -1.744], [0.822, 3.297, -3.004], [0.548, 3.216, -0.760], [1.394, -0.579, 1.806], [0.351, -1.534, 2.085], [-0.650, -1.843, 1.027], [-1.730, -2.884, 1.396], [-2.867, -2.910, 0.972], [-1.328, -3.972, 2.448], [-0.418, -3.690, 3.414], [0.250, -2.286, 3.442], [0.687, -1.753, 4.429], [-4.419, 0.592, -0.568], [-3.931, -0.962, 0.214], [-2.836, 0.503, 0.456], [-3.495, -0.940, -2.293], [-2.117, -2.527, -1.202], [0.529, 0.323, -1.486], [2.156, -0.374, 2.600], [-1.823, -4.968, 2.430], [-0.099, -4.406, 4.204], [-4.151, 2.339, -0.315]], "lowdin_charge": [-0.158, -0.717, 0.898, -0.683, 0.878, -0.202, -0.052, -0.190, 0.792, -0.267, -0.266, -0.396, 0.105, 0.114, -0.310, 0.163, 0.128, -0.446, 0.147, 0.111, 0.120, 0.052, -0.031, 0.002, -0.287, 0.079, 0.034, 0.037, -0.311, 0.130, 0.041, 0.093, 0.105, 0.092, 0.085, 0.022, 0.144, 0.131, 0.134, 0.679]}

***

Repeat the second record exactly.
{"formula": "C16H7Br4CuN8O3", "method": "ωB97M-V/def2-TZVPD", "de_lowest_ev": 0.772, "multiplicity": 1, "orbital_gap_ha": 0.20085, "total_charge": -2, "elements": ["Cu", "Br", "C", "C", "Br", "C", "Br", "C", "O", "C", "O", "C", "Br", "N", "C", "N", "C", "N", "C", "C", "N", "C", "C", "N", "H", "H", "H", "H", "H", "N", "C", "O", "C", "C", "N", "C", "N", "H", "H"], "coordinates": [[0.214, 0.852, -0.170], [3.272, -5.152, -1.110], [2.872, -3.296, -1.061], [3.779, -2.369, -1.540], [5.463, -2.932, -2.206], [3.456, -1.003, -1.487], [4.666, 0.314, -2.122], [2.250, -0.525, -0.968], [1.966, 0.734, -0.903], [1.307, -1.501, -0.445], [0.198, -1.092, 0.089], [1.654, -2.851, -0.518], [0.392, -4.078, 0.198], [1.431, 0.604, 4.472], [2.038, 0.329, 3.298], [1.360, 0.853, 2.322], [0.301, 1.447, 2.939], [0.316, 1.325, 4.258], [-0.751, 2.129, 2.193], [-1.735, 2.849, 2.864], [-2.713, 3.506, 2.258], [-2.704, 3.414, 0.920], [-1.752, 2.712, 0.222], [-0.746, 2.045, 0.833], [1.670, 0.326, 5.404], [2.953, -0.235, 3.209], [-1.706, 2.895, 3.946], [-3.499, 3.935, 0.402], [-1.767, 2.647, -0.859], [-2.568, -0.591, -0.947], [-1.918, -0.220, -2.111], [-1.006, 0.624, -2.063], [-2.411, -0.794, -3.325], [-1.920, -0.442, -4.597], [-1.571, -0.193, -5.672], [-3.440, -1.752, -3.305], [-4.287, -2.545, -3.285], [-1.976, -0.517, -0.134], [-3.088, -1.453, -1.000]], "lowdin_charge": [0.391, 0.610, -0.785, -0.787, 0.612, -0.648, 0.678, -0.424, -0.169, -0.419, -0.184, -0.646, 0.678, -0.003, -0.142, 0.162, -0.304, 0.095, -0.171, -0.106, 0.050, -0.134, -0.086, 0.033, 0.136, 0.128, 0.101, 0.098, 0.112, 0.154, -0.516, -0.023, -0.229, -0.265, 0.082, -0.294, 0.076, 0.066, 0.074]}